This record from the OMol25 dataset describes a 5-piece molecular cluster, C9H28O7 overall. The level of theory is ωB97M-V/def2-TZVPD.

- Net charge: 0
- Relative energy (zero: lowest compared OMol25 entry of this formula, charge and spin): 204.40 kJ/mol
- E_HOMO: -9.90 eV
- DFT total energy: -24114.7242 eV
- LUMO level: 0.3 eV

```
44
C9H28O7 | the OMol25 dataset | ωB97M-V/def2-TZVPD
C -4.87453 6.29629 1.90759
O -4.54765 5.27466 1.01991
C -3.10743 5.14333 0.85611
C -2.78783 4.27607 -0.36763
O -3.24564 2.86406 -0.38180
C -2.87755 2.13751 -1.47835
H -4.44536 6.24792 2.90838
H -5.93600 6.43486 2.11298
H -4.39159 7.19008 1.51262
H -2.59614 4.62224 1.66553
H -2.65173 6.13135 0.79095
H -1.69857 4.30741 -0.34227
H -3.17596 4.92600 -1.15186
H -3.31629 2.62786 -2.34734
H -3.21165 1.10404 -1.38658
H -1.81854 2.07464 -1.72865
C -0.53440 -5.52089 0.12438
O 0.34855 -5.13430 1.17706
C -0.17588 -3.99153 1.86922
C 0.84139 -3.51122 2.90585
O 2.11966 -3.23965 2.35003
C 2.42075 -1.91594 2.64301
H -0.44252 -4.69653 -0.58280
H -1.59190 -5.48035 0.38542
H -0.34586 -6.42847 -0.44907
H -1.08842 -4.21801 2.42066
H -0.39746 -3.09271 1.29378
H 0.91388 -4.29577 3.65906
H 0.32818 -2.65199 3.33764
H 3.39700 -1.80285 2.17157
H 2.65623 -1.79111 3.69993
H 1.72506 -1.19283 2.21731
O 4.77842 -8.10243 -0.75477
H 4.33612 -7.43545 -1.27989
H 4.14301 -8.33521 -0.07779
O 3.59413 -3.31964 -2.49089
H 3.36422 -3.35873 -1.56253
H 3.87025 -2.41403 -2.63181
C 3.19977 3.55509 -4.24202
O 3.68865 2.43247 -3.61683
H 2.31778 3.24747 -4.80377
H 3.01498 4.37915 -3.55290
H 3.99334 3.88207 -4.91391
H 4.20761 2.77489 -2.88538
```

***

This record from the OMol25 dataset describes a 6-piece molecular cluster, C9H30N2O6 overall. The level of theory is ωB97M-V/def2-TZVPD.

- Net charge: 0
- Relative energy (zero: lowest compared OMol25 entry of this formula, charge and spin): 193.44 kJ/mol
- E_HOMO: -9.05 eV
- DFT total energy: -25081.5921 eV
- LUMO level: 0.3 eV

```
47
C9H30N2O6 | the OMol25 dataset | ωB97M-V/def2-TZVPD
C -2.01785 -3.87640 -0.84628
C -1.80885 -4.95040 0.21572
O -1.72985 -4.39540 1.50372
H -1.18285 -3.17240 -0.81428
H -2.96985 -3.27240 -0.72328
H -1.95985 -4.25040 -1.88228
H -0.82585 -5.41840 0.15072
H -2.52985 -5.76740 0.11372
H -1.69785 -5.12440 2.17172
C -0.20085 5.29560 -0.77028
C 0.68715 4.17560 -1.25228
O -0.17385 3.05160 -1.53028
H -0.93085 5.00360 -0.06728
H -0.79185 5.73760 -1.58828
H 0.47515 6.08760 -0.43828
H 1.34715 3.81460 -0.51028
H 1.37715 4.58760 -2.03828
H -0.72485 2.90460 -0.71328
C 2.85315 1.41960 0.17872
C 1.73115 0.78860 1.01072
O 1.94015 0.95960 2.35872
H 3.78715 0.92260 0.30672
H 2.91115 2.39060 0.50972
H 2.67315 1.56260 -0.88728
H 1.60115 -0.30140 0.92972
H 0.79915 1.16960 0.77172
H 1.07715 0.63860 2.77872
C -2.10085 1.35860 1.45272
O -1.63285 2.48260 0.78972
N -2.79485 1.49860 2.54572
N -2.03285 0.15360 1.02972
H -2.94785 2.39060 2.97872
H -3.19185 0.64060 2.98972
H -1.41185 -0.09740 0.20972
H -2.45685 -0.72040 1.49172
C 3.06715 -2.29740 -0.60928
O 1.82715 -2.92340 -0.59028
H 3.57015 -2.96640 -1.30528
H 3.58015 -2.31140 0.39672
H 3.19415 -1.32040 -1.03428
H 1.75015 -3.47940 0.18472
C -0.56185 -0.15840 -1.77428
O -0.19985 -0.91040 -0.63528
H -1.17585 -0.71540 -2.38628
H 0.23515 0.14560 -2.32428
H -0.95185 0.77960 -1.45928
H 0.52015 -1.53040 -0.88928
```

***

This record from the OMol25 dataset describes a 6-piece molecular cluster, C9H30O6 overall. The level of theory is ωB97M-V/def2-TZVPD.

- Net charge: 0
- Relative energy (zero: lowest compared OMol25 entry of this formula, charge and spin): 222.92 kJ/mol
- E_HOMO: -9.78 eV
- DFT total energy: -22102.6316 eV
- LUMO level: 0.3 eV

```
45
C9H30O6 | the OMol25 dataset | ωB97M-V/def2-TZVPD
O 10.55324 -20.63424 -4.97851
H 10.87194 -19.74225 -5.11643
H 10.70969 -20.80403 -4.04958
O 11.34769 -22.51063 -9.64547
H 11.06301 -22.37729 -8.74137
H 11.80412 -23.35189 -9.63176
O 13.00717 -17.59769 -6.88456
H 13.91416 -17.72725 -6.60740
H 13.06463 -17.43734 -7.82649
C 8.26886 -14.74595 -8.09051
C 7.39683 -15.79010 -7.50161
C 7.22018 -16.93960 -8.49824
O 7.94076 -16.34196 -6.34283
H 8.44072 -13.85727 -7.48322
H 7.96122 -14.30907 -9.04056
H 9.22462 -15.20263 -8.34754
H 6.36671 -15.47085 -7.34338
H 6.26882 -17.42311 -8.27635
H 8.05416 -17.64092 -8.47108
H 7.23373 -16.64568 -9.54778
H 8.81519 -16.68054 -6.54860
C 3.60877 -23.71555 -7.60908
C 4.87211 -23.74194 -6.76083
C 4.80845 -22.98456 -5.47122
O 4.83219 -25.00019 -6.20355
H 2.79075 -24.25715 -7.13410
H 3.90783 -24.33546 -8.45428
H 3.29154 -22.73495 -7.96390
H 5.76941 -23.67662 -7.37620
H 4.80794 -21.90437 -5.61713
H 5.67194 -23.23970 -4.85690
H 3.89338 -23.16980 -4.90868
H 5.55292 -25.49790 -6.59653
C 12.07735 -24.42014 3.18892
C 12.02655 -23.72161 1.74345
C 11.87945 -24.78742 0.64720
O 10.85446 -22.97481 1.69218
H 11.07842 -24.67157 3.54530
H 12.64627 -23.90755 3.96461
H 12.54429 -25.40342 3.13203
H 12.89576 -23.10043 1.52735
H 11.60164 -24.30010 -0.28738
H 11.23187 -25.62562 0.90443
H 12.80302 -25.27633 0.33724
H 10.99807 -22.02616 1.65967
```

***

This record from the OMol25 dataset describes a 6-piece molecular cluster, C9H30O6 overall. The level of theory is ωB97M-V/def2-TZVPD.

- Net charge: 0
- Relative energy (zero: lowest compared OMol25 entry of this formula, charge and spin): 200.58 kJ/mol
- E_HOMO: -10.01 eV
- DFT total energy: -22102.8631 eV
- LUMO level: 0.4 eV

```
45
C9H30O6 | the OMol25 dataset | ωB97M-V/def2-TZVPD
O 24.98131 -11.99140 -9.90954
H 25.11348 -11.22087 -9.35723
H 24.93227 -12.72254 -9.29370
O 27.64312 -8.05214 -5.41286
H 28.18577 -7.35547 -5.04350
H 27.00299 -7.59438 -5.95776
O 32.62428 -11.24006 -4.33470
H 31.78782 -10.99001 -4.72716
H 32.68177 -12.18530 -4.47414
C 21.19403 -7.15449 -9.69543
C 22.36818 -6.20373 -9.56321
C 21.83555 -4.82214 -9.15014
O 23.15200 -6.60769 -8.45885
H 20.75804 -6.89178 -10.65928
H 20.42055 -7.13807 -8.92760
H 21.70826 -8.09307 -9.90222
H 22.96800 -6.21336 -10.47329
H 21.37524 -4.72864 -8.16654
H 21.27119 -4.47082 -10.01396
H 22.68584 -4.14192 -9.10097
H 22.47339 -6.89401 -7.84312
C 32.49280 -8.91204 -11.96337
C 32.48331 -9.97612 -10.87213
C 31.25907 -10.87965 -10.78117
O 33.65078 -10.76280 -11.16543
H 31.57853 -8.31858 -11.96763
H 32.71043 -9.34717 -12.93877
H 33.35782 -8.29162 -11.72897
H 32.66384 -9.49132 -9.91272
H 31.37524 -11.91656 -10.46586
H 30.80188 -10.92923 -11.76941
H 30.63698 -10.43927 -10.00195
H 33.65088 -11.61640 -10.72614
C 28.98528 -3.05876 -4.76058
C 28.60837 -3.41476 -3.28241
C 27.07513 -3.58652 -3.23606
O 29.16475 -4.61809 -3.01664
H 28.97176 -3.87856 -5.47880
H 30.01907 -2.71992 -4.82829
H 28.35250 -2.23013 -5.07845
H 28.90108 -2.69042 -2.52231
H 26.51877 -2.65097 -3.17858
H 26.85089 -4.23307 -2.38766
H 26.81736 -4.05550 -4.18565
H 28.91254 -4.90803 -2.13691
```

***

This record from the OMol25 dataset describes a 6-piece molecular cluster, C9H31N7O6 overall. The level of theory is ωB97M-V/def2-TZVPD.

- Net charge: 0
- Relative energy (zero: lowest compared OMol25 entry of this formula, charge and spin): 266.16 kJ/mol
- E_HOMO: -9.64 eV
- DFT total energy: -32549.6309 eV
- LUMO level: -0.2 eV

```
53
C9H31N7O6 | the OMol25 dataset | ωB97M-V/def2-TZVPD
C -15.50423 0.36016 21.22056
O -15.55612 0.38946 22.63073
H -14.47222 0.29446 20.87598
H -16.11353 -0.48258 20.89400
H -15.89941 1.24330 20.71855
H -16.47849 0.51394 22.86595
C -16.30758 -1.06210 16.13725
O -15.39485 -0.12019 16.54491
H -16.28286 -1.87331 16.86487
H -17.36666 -0.80456 16.14796
H -15.93615 -1.37202 15.16047
H -14.58743 -0.54350 16.84570
C -10.49801 -1.42165 17.67447
O -11.54028 -1.92460 17.33515
N -9.32935 -1.86342 17.30715
N -10.46495 -0.38255 18.44574
H -9.20808 -2.69998 16.75441
H -8.51582 -1.32136 17.56105
H -9.75933 -0.16120 19.13364
H -11.40776 -0.05203 18.59398
C -18.64439 4.05618 17.05293
O -19.49889 4.88307 17.20998
N -18.79849 2.78855 17.37148
N -17.59647 4.18902 16.38085
H -18.00811 2.17515 17.23313
H -19.59072 2.62495 17.97622
H -17.48745 5.08147 15.92069
H -16.91224 3.44998 16.45665
C -21.21454 -2.52427 20.35005
O -21.70591 -3.63372 20.30202
N -21.74490 -1.54935 21.04701
N -20.25353 -2.10683 19.64854
H -22.54990 -1.74419 21.62504
H -21.26282 -0.66387 21.10718
H -19.99020 -1.13244 19.68490
H -20.26018 -2.67607 18.81426
C -12.26025 1.90132 12.26064
C -13.32185 0.84706 11.67968
C -13.10140 -0.53439 12.21270
O -12.03452 -1.25850 11.59745
C -11.88096 -2.63945 11.90451
N -14.63963 1.32008 12.00206
H -11.26607 1.51526 12.03555
H -12.22177 1.94947 13.34890
H -12.41942 2.95965 12.05395
H -13.19592 0.74683 10.60163
H -14.03083 -1.04751 11.96579
H -12.91634 -0.62215 13.28328
H -11.38497 -2.88882 12.84254
H -11.15488 -2.95718 11.15621
H -12.83881 -3.13893 11.75908
H -14.56759 2.32549 12.06575
H -14.66110 1.10614 12.98891
```

***

This record from the OMol25 dataset describes a 6-piece molecular cluster, C9H31NO6 overall. The level of theory is ωB97M-V/def2-TZVPD.

- Net charge: 0
- Relative energy (zero: lowest compared OMol25 entry of this formula, charge and spin): 68.09 kJ/mol
- E_HOMO: -9.64 eV
- DFT total energy: -23607.7619 eV
- LUMO level: 0.3 eV

```
47
C9H31NO6 | the OMol25 dataset | ωB97M-V/def2-TZVPD
C -2.40873 -2.00933 1.97494
C -2.08848 -0.69762 2.69185
C -3.03222 0.41072 2.28455
O -2.43491 1.68068 2.49827
C -3.43338 2.69223 2.54594
N -2.29189 -0.94998 4.13964
H -3.48694 -2.17674 2.00694
H -1.96165 -2.85651 2.49004
H -2.07508 -1.92772 0.93678
H -1.05116 -0.39037 2.51228
H -3.99490 0.29053 2.79798
H -3.33167 0.40828 1.22360
H -3.83005 2.79465 1.53357
H -2.95127 3.64670 2.77230
H -4.11439 2.53136 3.38177
H -2.09607 -0.06206 4.61574
H -1.54378 -1.53959 4.49772
C -0.15913 1.23832 0.01558
O 0.55000 0.55649 -1.01829
H -0.87689 0.58856 0.52342
H 0.45834 1.70594 0.78582
H -0.76436 2.01361 -0.45705
H 1.01138 -0.15376 -0.53457
C 2.99304 -0.38327 -3.46890
O 4.40059 -0.24469 -3.63324
H 2.57852 -0.81974 -4.38854
H 2.65388 -0.91882 -2.58037
H 2.47046 0.57722 -3.48752
H 4.68489 -1.07818 -4.01750
C 4.17330 0.90433 -0.14475
O 5.04262 1.69998 0.63540
H 3.43293 0.32032 0.41734
H 3.59703 1.52613 -0.82978
H 4.70035 0.18436 -0.78318
H 5.61189 1.08513 1.10858
C 0.78773 -2.77248 -0.35919
O 1.70482 -1.74781 -0.03331
H 1.05188 -3.37449 -1.23430
H 0.59317 -3.42782 0.49401
H -0.18759 -2.36862 -0.63852
H 2.55095 -2.17093 0.13994
C -1.34269 0.64226 -3.78884
O -0.84907 1.88161 -3.26422
H -0.53440 0.13167 -4.31903
H -1.80212 0.02546 -3.01439
H -2.11654 0.90991 -4.51052
H -0.28841 1.62408 -2.51798
```